The molecule C3H5Cl2N at a distorted geometry. Source: the OMol25 dataset; level of theory: wB97M-V/def2-TZVPD.

As for the lowest unoccupied orbital energy: 0.028 hartree. Its structure (SMILES) is NCC=C(Cl)Cl. As for the net charge: 0. The energy above the lowest of the compared OMol25 structures with the same formula, charge and spin comes out at 10.6 kcal per mole. The total energy is -29726.1526 eV. For the HOMO energy, the calculation gives -9.2511 eV.

Bonds (Å) are listed after each position.
Atoms and positions in Å:
1 N -1.80523 -0.51442 -0.16831  C2 1.503, H7 0.999, H8 1.030
2 C -0.67119 0.41747 0.15410  N1 1.503, C3 1.550, H9 1.064, H10 1.077
3 C 0.59853 -0.46894 0.21342  C2 1.550, C4 1.344, H11 1.072
4 C 1.84137 0.02472 0.08046  C3 1.344, Cl5 1.725, Cl6 1.714
5 Cl 2.17541 1.70967 -0.07377  C4 1.725
6 Cl 3.17120 -1.04612 -0.06885  C4 1.714
7 H -1.73101 -0.71031 -1.14502  N1 0.999
8 H -2.70088 -0.00863 -0.10848  N1 1.030
9 H -0.72566 0.82169 1.13654  C2 1.064
10 H -0.53410 1.25836 -0.50454  C2 1.077
11 H 0.38156 -1.48348 0.48445  C3 1.072

---

The molecule C6H11NO2 at a distorted geometry. Source: the OMol25 dataset; level of theory: wB97M-V/def2-TZVPD.

As for the lowest unoccupied orbital energy: 0.027 hartree. Its structure (SMILES) is C[C@H]1N(C(=O)O)C1(C)C. As for the net charge: 0. The energy above the lowest of the compared OMol25 structures with the same formula, charge and spin comes out at 50.7 kcal per mole. The total energy is -11984.0713 eV. For the HOMO energy, the calculation gives -9.4714 eV.

Bonds (Å) are listed after each position.
Atoms and positions in Å:
1 C -1.77148 1.52087 0.13552  C2 1.500, H10 1.121, H11 1.149, H12 1.045
2 C -0.57520 0.75211 0.61240  C1 1.500, N3 1.442, C7 1.404, H13 1.084
3 N -0.50650 -0.64551 0.26593  C2 1.442, C4 1.376, C7 1.407
4 C -0.71276 -1.95343 0.63870  N3 1.376, O5 1.176, O6 1.374
5 O -1.69447 -2.33405 1.16262  C4 1.176
6 O 0.25024 -2.72816 0.03926  C4 1.374, H14 1.010
7 C 0.53110 0.23891 -0.08263  C2 1.404, N3 1.407, C8 1.548, C9 1.534
8 C 0.67200 0.64388 -1.57016  C7 1.548, H15 1.124, H16 1.110, H17 1.065
9 C 1.87507 0.10481 0.64556  C7 1.534, H18 1.138, H19 1.095, H20 1.073
10 H -1.62914 2.62620 0.01651  C1 1.121
11 H -2.71614 1.17542 0.69029  C1 1.149
12 H -1.95352 1.12043 -0.81246  C1 1.045
13 H -0.44635 0.80050 1.68730  C2 1.084
14 H 0.05082 -3.70549 -0.12005  O6 1.010
15 H 0.87310 1.74829 -1.63047  C8 1.124
16 H -0.35192 0.44978 -1.95162  C8 1.110
17 H 1.43142 0.15095 -2.13127  C8 1.065
18 H 1.83015 -0.86750 1.23470  C9 1.138
19 H 2.21224 0.93638 1.27275  C9 1.095
20 H 2.63136 -0.03439 -0.10288  C9 1.073

---

A cluster of 2 separate species, C3H11ClN3 in total at a distorted geometry. Source: the OMol25 dataset; level of theory: wB97M-V/def2-TZVPD.

As for the lowest unoccupied orbital energy: -0.134 hartree. As for the net charge: +1. The energy above the lowest of the compared OMol25 structures with the same formula, charge and spin comes out at 37.3 kcal per mole. The total energy is -20275.3392 eV. For the HOMO energy, the calculation gives -14.0155 eV.

Bonds (Å) are listed after each position.
Atoms and positions in Å:
1 C -1.63308 1.43671 0.82217  C2 1.602, H8 1.076, H9 1.115, H10 1.159
2 C -0.58152 1.02473 -0.31456  C1 1.602, N5 1.549, N6 1.526, H11 1.072
3 C 1.34207 -0.72397 -0.52847  N4 1.339, N5 1.399, H12 1.058
4 N 1.95964 -1.88595 -0.28337  C3 1.339, H13 1.052, H14 1.009
5 N 0.07972 -0.35117 -0.05378  C2 1.549, C3 1.399, H15 0.961
6 N 0.49197 1.96767 -0.85097  C2 1.526, H17 1.010, H18 1.030
7 Cl -0.35732 -3.40546 1.28162  H16 1.303
8 H -1.47467 0.93713 1.76167  C1 1.076
9 H -1.70076 2.52581 1.05339  C1 1.115
10 H -2.73546 1.20661 0.54681  C1 1.159
11 H -1.12841 0.89471 -1.22689  C2 1.072
12 H 1.69670 0.03975 -1.16958  C3 1.058
13 H 1.58470 -2.72378 0.23085  N4 1.052
14 H 2.83146 -2.08679 -0.75028  N4 1.009
15 H -0.38985 -0.76264 0.67719  N5 0.961
16 H -1.07522 -3.15569 0.22275  Cl7 1.303
17 H -0.05550 2.70926 -1.26375  N6 1.010
18 H 1.14552 2.35308 -0.15479  N6 1.030

---

The molecule C2H7N5O at a distorted geometry. Source: the OMol25 dataset; level of theory: wB97M-V/def2-TZVPD.

As for the lowest unoccupied orbital energy: 0.014 hartree. Its structure (SMILES) is [H]/N=C/NNC(=O)NN. As for the net charge: 0. The energy above the lowest of the compared OMol25 structures with the same formula, charge and spin comes out at 105.8 kcal per mole. The total energy is -11680.6205 eV. For the HOMO energy, the calculation gives -9.1797 eV.

Bonds (Å) are listed after each position.
Atoms and positions in Å:
1 H 1.19289 -0.59969 3.05481  N2 0.993
2 N 0.58700 -0.29801 2.32865  H1 0.993, C3 1.330
3 C 1.48697 0.24609 1.51459  N2 1.330, N4 1.408, H10 1.048
4 N 1.04728 0.64831 0.23847  C3 1.408, N5 1.381, H11 1.211
5 N -0.12967 1.35412 0.08583  N4 1.381, C6 1.386, H12 1.000
6 C -1.04829 0.71806 -0.73398  N5 1.386, O7 1.270, N8 1.435
7 O -2.21389 1.16563 -0.96846  C6 1.270
8 N -0.40171 -0.30496 -1.50496  C6 1.435, N9 1.576, H13 1.186
9 N -1.20712 -1.65223 -1.65080  N8 1.576, H14 1.139, H15 1.111
10 H 2.45704 -0.14195 1.43259  C3 1.048
11 H 1.70710 1.08605 -0.67800  N4 1.211
12 H -0.27707 1.69061 1.01538  N5 1.000
13 H 0.41106 -0.76825 -0.77628  N8 1.186
14 H -1.86724 -1.50506 -0.73486  N9 1.139
15 H -1.74434 -1.63873 -2.62298  N9 1.111

---

The molecule C22H29N3O3S. Source: the OMol25 dataset; level of theory: wB97M-V/def2-TZVPD.

As for the lowest unoccupied orbital energy: 0.006 hartree. Its structure (SMILES) is CC[C@H](C)[C@H](NC(=O)[C@@H]1CS[C@H]2c3ccccc3C(=O)N12)C(=O)NC1CCCC1. As for the net charge: 0. The energy above the lowest of the compared OMol25 structures with the same formula, charge and spin comes out at 7.9 kcal per mole. The total energy is -44735.2330 eV. For the HOMO energy, the calculation gives -9.1741 eV.

Bonds (Å) are listed after each position.
Atoms and positions in Å:
1 C 2.54800 -3.92891 0.91543  C2 1.525, H30 1.088, H31 1.088, H32 1.086
2 C 2.97895 -2.71792 0.09440  C1 1.525, C3 1.536, H33 1.088, H34 1.093
3 C 2.31051 -2.66677 -1.28727  C2 1.536, C4 1.530, C5 1.550, H35 1.096
4 C 3.23989 -2.01247 -2.31155  C3 1.530, H36 1.088, H37 1.087, H38 1.088
5 C 0.92670 -1.97070 -1.34608  C3 1.550, N6 1.463, C22 1.543, H39 1.095
6 N 0.97976 -0.51228 -1.45194  C5 1.463, C7 1.333, H40 1.019
7 C 1.41208 0.40878 -0.59080  N6 1.333, O8 1.221, C9 1.545
8 O 1.90258 0.22290 0.51201  C7 1.221
9 C 1.14274 1.83619 -1.11770  C7 1.545, C10 1.528, N21 1.449, H41 1.098
10 C 1.70796 2.91505 -0.19514  C9 1.528, S11 1.826, H42 1.086, H43 1.092
11 S 0.49633 4.27977 -0.15011  C10 1.826, C12 1.846
12 C -0.83725 3.01011 -0.27508  S11 1.846, C13 1.490, N21 1.433, H44 1.097
13 C -2.11462 3.40332 -0.93426  C12 1.490, C14 1.379, C18 1.400
14 C -3.08751 4.29919 -0.54504  C13 1.379, C15 1.389, H45 1.079
15 C -4.19841 4.44993 -1.36467  C14 1.389, C16 1.388, H46 1.080
16 C -4.33485 3.71757 -2.53594  C15 1.388, C17 1.386, H47 1.079
17 C -3.36081 2.81249 -2.92732  C16 1.386, C18 1.383, H48 1.079
18 C -2.25127 2.66376 -2.11450  C13 1.400, C17 1.383, C19 1.474
19 C -1.05143 1.82553 -2.28758  C18 1.474, O20 1.217, N21 1.367
20 O -0.72851 1.07593 -3.18968  C19 1.217
21 N -0.29169 2.03330 -1.16976  C9 1.449, C12 1.433, C19 1.367
22 C -0.05675 -2.45695 -0.26167  C5 1.543, O23 1.215, N24 1.338
23 O -0.82664 -3.36777 -0.49401  C22 1.215
24 N -0.00809 -1.78443 0.89420  C22 1.338, C25 1.446, H49 1.012
25 C -0.94055 -1.98261 1.98129  N24 1.446, C26 1.546, C29 1.531, H50 1.092
26 C -1.89656 -0.77287 2.09178  C25 1.546, C27 1.538, H51 1.091, H52 1.089
27 C -1.43121 0.03804 3.31266  C26 1.538, C28 1.529, H53 1.091, H54 1.090
28 C -0.05723 -0.52927 3.67195  C27 1.529, C29 1.526, H55 1.091, H56 1.089
29 C -0.18986 -2.00707 3.31526  C25 1.531, C28 1.526, H57 1.090, H58 1.088
30 H 3.00293 -3.89506 1.90321  C1 1.088
31 H 2.86557 -4.84827 0.42704  C1 1.088
32 H 1.46919 -3.96895 1.03256  C1 1.086
33 H 2.78496 -1.79937 0.64422  C2 1.088
34 H 4.05971 -2.77761 -0.05521  C2 1.093
35 H 2.12482 -3.69951 -1.60229  C3 1.096
36 H 2.75429 -1.93062 -3.28161  C4 1.088
37 H 4.14168 -2.60795 -2.43014  C4 1.087
38 H 3.53010 -1.01708 -1.98172  C4 1.088
39 H 0.47044 -2.29458 -2.28772  C5 1.095
40 H 0.53289 -0.14611 -2.29088  N6 1.019
41 H 1.54094 1.92189 -2.13753  C9 1.098
42 H 2.65663 3.31118 -0.54625  C10 1.086
43 H 1.83067 2.51653 0.81441  C10 1.092
44 H -0.98090 2.60743 0.73549  C12 1.097
45 H -2.98121 4.87420 0.36176  C14 1.079
46 H -4.96931 5.15194 -1.08477  C15 1.080
47 H -5.21160 3.85694 -3.14999  C16 1.079
48 H -3.45238 2.23556 -3.83406  C17 1.079
49 H 0.71548 -1.09279 1.04294  N24 1.012
50 H -1.47586 -2.91140 1.77136  C25 1.092
51 H -1.84343 -0.18451 1.17427  C26 1.091
52 H -2.92694 -1.10424 2.20845  C26 1.089
53 H -2.11888 -0.11548 4.14520  C27 1.091
54 H -1.39329 1.10741 3.10690  C27 1.090
55 H 0.71895 -0.06570 3.06093  C28 1.091
56 H 0.19469 -0.37163 4.71943  C28 1.089
57 H -0.79227 -2.52073 4.06507  C29 1.090
58 H 0.76987 -2.51333 3.23006  C29 1.088

---

A cluster of 2 separate species, C17H30BCl2N2O10P in total at a distorted geometry. Source: the OMol25 dataset; level of theory: wB97M-V/def2-TZVPD.

As for the lowest unoccupied orbital energy: -0.036 hartree. As for the net charge: 0. The total energy is -76580.5292 eV. For the HOMO energy, the calculation gives -8.3574 eV.

Bonds (Å) are listed after each position.
Atoms and positions in Å:
1 C -3.07087 -1.36643 -2.06173  C2 1.523, H28 1.084, H29 1.086, H30 1.093
2 C -1.85341 -2.25896 -1.86072  C1 1.523, O3 1.415, H31 1.088, H32 1.095
3 O -1.01517 -1.69244 -0.87143  C2 1.415, C4 1.407
4 C 0.35879 -1.69970 -1.17513  O3 1.407, C5 1.523, H33 1.097, H34 1.092
5 C 0.95437 -0.39340 -0.66584  C4 1.523, O6 1.442, H35 1.091, H36 1.092
6 O 1.73021 -0.59467 0.53250  C5 1.442, C7 1.374
7 C 2.12069 0.56732 1.15409  O6 1.374, N8 1.481, H37 1.087, H38 1.087
8 N 1.05467 1.23099 1.93943  C7 1.481, C9 1.289, C21 1.506
9 C 0.29959 0.58094 2.75648  N8 1.289, P10 1.887, C13 1.512
10 P 0.27085 -1.23354 3.27348  C9 1.887, C11 1.858, O12 1.636
11 C 2.05941 -1.63717 3.57227  P10 1.858, H39 1.088, H40 1.085, H41 1.088
12 O -0.22571 -2.10822 1.98308  P10 1.636, H42 0.965
13 C -0.76581 1.44449 3.39213  C9 1.512, C14 1.592, H43 1.091, H44 1.079
14 C -0.84735 2.59184 2.29189  C13 1.592, B15 1.599, C18 1.535, C21 1.495
15 B -1.54883 3.83790 3.00718  C14 1.599, N16 1.424, O17 1.405
16 N -2.83340 3.71816 3.61077  B15 1.424, H45 1.012, H46 1.013
17 O -0.90667 5.08256 3.11618  B15 1.405, H47 0.962
18 C -1.77725 2.07769 1.18405  C14 1.535, O19 1.258, O20 1.248
19 O -1.64955 0.89022 0.78875  C18 1.258
20 O -2.56938 2.93406 0.73934  C18 1.248
21 C 0.61831 2.67121 2.00876  N8 1.506, C14 1.495, O22 1.471, C23 1.524
22 O 1.18444 3.09310 3.29946  C21 1.471, H48 0.962
23 C 1.14623 3.76450 1.08771  C21 1.524, Cl24 1.799, C25 1.533, H49 1.082
24 Cl 2.94398 3.83694 1.08314  C23 1.799
25 C 0.53584 3.83609 -0.31617  C23 1.533, C26 1.529, Cl27 1.827, H50 1.086
26 C 1.15979 2.96033 -1.40291  C25 1.529, H51 1.086, H52 1.084, H53 1.083
27 Cl 0.76046 5.57324 -0.83537  C25 1.827
28 H -3.68922 -1.32955 -1.17200  C1 1.084
29 H -2.79167 -0.36433 -2.37510  C1 1.086
30 H -3.65149 -1.80633 -2.87624  C1 1.093
31 H -1.36952 -2.37466 -2.82870  C2 1.088
32 H -2.23651 -3.20890 -1.47445  C2 1.095
33 H 0.85225 -2.55086 -0.69071  C4 1.097
34 H 0.57264 -1.75199 -2.24452  C4 1.092
35 H 0.11908 0.26521 -0.42426  C5 1.091
36 H 1.60941 0.04921 -1.41901  C5 1.092
37 H 2.58567 1.24560 0.44303  C7 1.087
38 H 2.89509 0.27535 1.85828  C7 1.087
39 H 2.49403 -2.20562 2.75264  C11 1.088
40 H 2.09527 -2.21421 4.49045  C11 1.085
41 H 2.64831 -0.73585 3.73189  C11 1.088
42 H 0.17856 -2.98186 2.04506  O12 0.965
43 H -1.65151 0.82367 3.24609  C13 1.091
44 H -0.63844 1.76283 4.41524  C13 1.079
45 H -3.41592 4.49762 3.33224  N16 1.012
46 H -3.29886 2.87151 3.30471  N16 1.013
47 H -0.37869 5.08394 3.91984  O17 0.962
48 H 2.05306 2.68587 3.37529  O22 0.962
49 H 0.85016 4.68264 1.57696  C23 1.082
50 H -0.54130 3.71464 -0.25407  C25 1.086
51 H 0.46032 2.16982 -1.65685  C26 1.086
52 H 1.24828 3.56516 -2.29821  C26 1.084
53 H 2.15841 2.60729 -1.17651  C26 1.083
54 C -0.38100 -5.50838 -5.61576  C55 1.512, O59 1.430, H60 1.087, H61 1.091
55 C 0.61279 -6.13647 -4.66459  C54 1.512, O56 1.431, H62 1.091, H63 1.087
56 O 1.39068 -5.01080 -4.24659  C55 1.431, C57 1.355
57 C 0.63622 -3.89819 -4.41379  O56 1.355, O58 1.187, O59 1.354
58 O 0.92456 -2.82125 -4.00593  C57 1.187
59 O -0.49376 -4.17742 -5.10470  C54 1.430, C57 1.354
60 H -1.34712 -6.00615 -5.61179  C54 1.087
61 H -0.00887 -5.46164 -6.64067  C54 1.091
62 H 0.13319 -6.57789 -3.78916  C55 1.091
63 H 1.24162 -6.88506 -5.13949  C55 1.087